Entry 1:
ORCA calculation (ωB97M-V with the def2-TZVPD basis set) on C55H40ClMgN4O6 as an isolated structure.

XYZ file:
```
107
Properties=species:S:1:pos:R:3:forces:R:3
Mg -0.057 -0.034 -0.445 0.1 0.1 0.1
C 5.752 -6.251 4.813 0.0 0.0 0.0
O 4.829 -6.470 3.770 0.0 0.0 0.0
C 4.184 -5.372 3.269 0.0 0.0 0.0
C 4.392 -4.074 3.711 0.0 0.0 0.0
C 3.678 -3.030 3.124 0.1 0.0 0.0
C 2.763 -3.254 2.110 0.0 0.0 0.0
C 2.567 -4.570 1.685 0.0 0.0 0.0
C 3.266 -5.619 2.251 0.0 0.0 0.0
C 2.000 -2.129 1.486 0.0 0.0 0.0
C 2.618 -1.423 0.452 0.0 0.0 0.0
C 3.922 -1.760 -0.084 0.0 0.0 0.0
C 4.157 -0.896 -1.095 0.0 0.0 0.0
C 2.999 -0.025 -1.174 0.0 0.0 0.0
N 2.092 -0.364 -0.222 0.0 -0.1 0.0
C 2.845 0.991 -2.124 0.0 0.0 0.0
C 1.708 1.802 -2.264 0.0 0.0 0.0
C 1.668 2.998 -3.078 0.0 0.0 0.0
C 0.453 3.559 -2.884 0.0 0.0 0.0
C -0.255 2.709 -1.950 0.0 0.0 0.0
C -1.526 2.993 -1.440 0.0 0.0 0.0
C -2.275 4.122 -2.060 0.0 0.0 0.0
C -2.635 4.092 -3.411 0.0 0.0 0.0
C -3.329 5.133 -3.995 0.0 0.0 0.0
C -3.685 6.245 -3.237 0.0 0.0 0.0
O -4.367 7.230 -3.898 0.0 0.0 0.0
C -4.776 8.348 -3.141 0.0 0.0 0.0
C -3.337 6.302 -1.894 0.0 -0.1 0.0
C -2.636 5.241 -1.324 0.0 0.0 0.0
C -2.144 2.303 -0.383 0.0 -0.1 -0.1
N -1.574 1.319 0.355 -0.1 0.1 0.1
C -2.530 0.874 1.214 0.1 0.0 0.0
C -2.393 -0.184 2.124 0.0 0.0 0.0
C -3.545 -0.483 3.023 0.0 0.0 0.0
C -4.191 -1.721 2.964 0.0 0.0 0.0
C -5.253 -2.017 3.796 0.0 0.0 0.0
C -5.699 -1.073 4.718 0.0 0.0 0.0
O -6.755 -1.452 5.502 0.0 0.0 0.0
C -7.225 -0.513 6.443 0.0 0.0 0.0
C -5.072 0.164 4.797 0.0 0.0 0.0
C -4.002 0.442 3.949 0.0 0.0 0.0
C -1.260 -0.997 2.265 0.0 0.0 -0.1
C -1.086 -1.982 3.314 0.0 0.0 0.0
C 0.140 -2.525 3.137 0.0 0.0 0.0
C 0.718 -1.868 1.987 0.0 0.0 -0.1
N -0.152 -0.960 1.477 0.0 0.0 0.1
C -3.758 1.614 1.016 0.0 0.0 0.0
C -3.521 2.499 0.022 0.0 0.0 0.0
N 0.526 1.644 -1.612 0.1 0.1 0.0
C 3.983 1.260 -3.048 0.0 0.0 0.0
C 5.212 1.705 -2.580 0.0 0.0 0.0
C 6.276 1.961 -3.441 0.0 0.0 0.0
C 6.107 1.772 -4.807 0.0 0.0 0.0
O 7.083 1.994 -5.742 0.0 0.0 0.0
C 8.331 2.451 -5.271 0.0 0.0 0.0
C 4.882 1.330 -5.297 0.0 0.0 0.0
C 3.840 1.079 -4.426 0.0 0.0 0.0
H 6.150 -7.227 5.081 0.0 0.0 0.0
H 5.270 -5.805 5.688 0.0 0.0 0.0
H 6.574 -5.604 4.492 0.0 0.0 0.0
H 5.097 -3.855 4.500 0.0 0.0 0.0
H 3.841 -2.015 3.469 0.0 0.0 0.0
H 1.847 -4.763 0.899 0.0 0.0 0.0
H 3.113 -6.639 1.923 0.0 0.0 0.0
H 4.553 -2.562 0.266 0.0 0.0 0.0
H 5.016 -0.857 -1.745 0.0 0.0 0.0
H 2.481 3.372 -3.678 0.0 0.0 0.0
H 0.080 4.485 -3.293 0.0 0.0 0.0
H -2.368 3.224 -4.002 0.0 0.0 0.0
H -3.614 5.103 -5.039 0.0 0.0 0.0
H -5.319 8.997 -3.823 0.0 0.0 0.0
H -3.919 8.891 -2.732 0.0 0.0 0.0
H -5.436 8.055 -2.319 0.0 0.0 0.0
H -3.592 7.155 -1.283 0.0 0.0 0.0
H -2.361 5.289 -0.277 0.0 0.0 0.0
H -3.848 -2.454 2.244 0.0 0.0 0.0
H -5.756 -2.975 3.748 0.0 0.0 0.0
H -8.053 -0.988 6.963 0.0 0.0 0.0
H -7.581 0.399 5.955 0.0 0.0 0.0
H -6.449 -0.247 7.167 0.0 0.0 0.0
H -5.394 0.912 5.507 0.0 0.0 0.0
H -3.510 1.406 4.014 0.0 0.0 0.0
H -1.803 -2.203 4.087 0.0 0.0 0.0
H 0.622 -3.285 3.732 0.0 0.0 0.0
H -4.685 1.446 1.541 0.0 0.0 0.0
H -4.216 3.193 -0.423 0.0 0.0 0.0
H 5.340 1.859 -1.516 0.0 0.0 0.0
H 7.215 2.309 -3.034 0.0 0.0 0.0
H 8.962 2.574 -6.146 0.0 0.0 0.0
H 8.792 1.728 -4.592 0.0 0.0 0.0
H 8.236 3.412 -4.756 0.0 0.0 0.0
H 4.770 1.185 -6.364 0.0 0.0 0.0
H 2.889 0.730 -4.810 0.0 0.0 0.0
Cl -3.194 -6.609 -0.381 0.0 0.1 0.0
C -2.727 -4.937 -0.633 0.0 0.0 0.0
C -3.674 -3.919 -0.430 0.0 0.0 0.0
C -3.337 -2.605 -0.612 0.0 0.0 0.0
C -2.014 -2.214 -0.992 0.0 0.1 0.0
O -1.705 -0.987 -1.106 -0.2 -0.1 -0.1
C -1.090 -3.279 -1.224 0.1 0.0 -0.1
C 0.232 -3.002 -1.746 -0.1 0.1 0.1
O 0.701 -1.898 -1.969 0.1 0.0 0.0
C -1.461 -4.619 -1.035 0.0 0.0 0.0
H -4.678 -4.189 -0.123 0.0 0.0 0.0
H -4.059 -1.814 -0.449 0.0 0.0 0.0
H 0.844 -3.899 -1.976 0.0 0.0 0.0
H -0.733 -5.402 -1.219 0.0 0.0 0.0
```
Positions in Å, forces in eV/Å.

Properties
* net charge: -1
* total energy: -93902.61932 eV
* 2S+1: 1

=====

Entry 2:
ORCA calculation (ωB97M-V with the def2-TZVPD basis set) on C55H40O3P2S2Ti as an isolated structure.

XYZ file:
```
103
Properties=species:S:1:pos:R:3:forces:R:3
Ti -0.039 -0.970 0.195 0.0 0.7 0.3
O 0.227 1.014 -0.730 0.0 -0.1 -0.3
S -0.168 1.585 0.639 0.0 -0.6 -0.2
C -1.325 2.865 0.173 0.1 0.1 0.0
C -0.921 4.180 0.137 -0.1 -0.2 0.0
C -1.795 5.240 -0.171 -0.2 -0.1 0.0
C -3.101 4.928 -0.414 0.1 0.0 0.0
C -4.278 5.819 -0.714 0.0 0.1 0.0
C -5.461 4.852 -0.952 -0.1 0.0 0.0
C -4.879 3.477 -0.755 0.0 -0.1 0.0
C -5.450 2.243 -0.861 0.1 0.1 0.0
C -4.616 1.124 -0.701 0.1 0.0 0.0
C -3.264 1.177 -0.404 0.0 -0.1 0.0
P -2.417 -0.482 -0.489 0.1 0.3 0.0
C -2.573 -0.856 -2.272 0.0 -0.1 0.0
C -2.689 0.134 -3.242 -0.1 0.0 0.0
C -2.610 -0.190 -4.589 0.0 0.0 0.0
C -2.412 -1.504 -4.982 0.0 0.0 0.0
C -2.282 -2.497 -4.021 0.0 0.0 0.0
C -2.349 -2.177 -2.675 0.0 0.0 0.0
C -3.572 -1.577 0.387 0.0 -0.1 -0.1
C -3.385 -1.699 1.762 0.1 0.0 0.0
C -4.193 -2.545 2.504 0.0 0.0 0.1
C -5.187 -3.281 1.880 -0.1 -0.1 -0.1
C -5.374 -3.172 0.508 0.0 0.0 0.0
C -4.567 -2.327 -0.238 0.0 0.1 0.0
C -2.665 2.472 -0.197 0.1 -0.2 0.0
C -3.508 3.573 -0.433 -0.2 0.2 -0.1
C 1.239 2.411 1.335 -0.1 0.1 0.1
C 0.940 3.288 2.355 0.1 0.0 -0.1
C 1.912 4.078 2.995 0.1 -0.1 -0.1
C 3.197 3.977 2.543 -0.1 0.0 0.1
C 4.444 4.711 2.963 0.0 0.1 0.1
C 5.567 4.127 2.073 0.1 0.0 0.0
C 4.902 3.027 1.288 0.0 -0.1 -0.1
C 5.417 2.097 0.435 -0.1 0.1 0.1
C 4.541 1.110 -0.058 -0.1 0.0 0.0
C 3.182 1.062 0.188 0.1 -0.1 -0.1
P 2.365 -0.539 -0.300 0.2 0.4 0.1
C 2.458 -0.515 -2.124 -0.1 -0.1 0.0
C 2.819 0.584 -2.894 0.0 0.0 0.1
C 2.709 0.535 -4.278 0.0 0.0 0.0
C 2.235 -0.606 -4.904 0.0 0.0 0.0
C 1.869 -1.709 -4.143 0.0 0.0 0.0
C 1.976 -1.662 -2.763 0.0 -0.1 0.0
C 3.595 -1.772 0.220 0.0 -0.1 -0.1
C 4.582 -2.294 -0.613 0.0 0.0 0.0
C 5.444 -3.272 -0.140 0.0 0.0 0.0
C 5.322 -3.737 1.163 0.0 0.0 0.0
C 4.329 -3.232 1.989 0.0 0.0 0.1
C 3.463 -2.259 1.517 -0.1 0.0 0.1
C 2.600 2.121 0.971 -0.1 -0.1 0.0
C 3.515 3.014 1.562 0.2 0.1 0.0
H 0.103 4.427 0.374 0.0 -0.1 0.0
H -1.419 6.254 -0.178 0.0 0.0 0.0
H -4.078 6.445 -1.586 0.0 0.0 0.0
H -4.470 6.495 0.122 0.0 0.0 0.0
H -5.867 4.954 -1.960 0.0 0.0 0.0
H -6.283 5.036 -0.259 0.0 0.0 0.0
H -6.496 2.099 -1.097 0.0 0.0 0.0
H -5.072 0.154 -0.852 0.1 -0.1 0.0
H -2.839 1.168 -2.956 0.0 0.0 0.0
H -2.700 0.593 -5.331 0.0 0.0 0.0
H -2.349 -1.754 -6.033 0.0 0.0 0.0
H -2.115 -3.526 -4.313 0.0 0.0 0.0
H -2.202 -2.951 -1.930 0.0 0.0 0.0
H -2.593 -1.148 2.259 0.0 0.0 0.0
H -4.025 -2.640 3.569 0.0 0.0 0.0
H -5.810 -3.951 2.458 0.0 0.0 0.0
H -6.140 -3.753 0.012 0.0 0.0 0.0
H -4.707 -2.263 -1.310 0.0 0.0 0.0
H -0.093 3.415 2.657 0.0 0.0 0.0
H 1.617 4.754 3.786 0.0 0.0 0.0
H 4.645 4.544 4.022 0.0 0.0 0.0
H 4.329 5.787 2.828 0.0 0.0 0.0
H 6.398 3.743 2.665 0.0 0.0 0.0
H 5.978 4.884 1.401 0.0 0.0 0.0
H 6.468 2.052 0.184 0.0 0.0 0.0
H 4.990 0.310 -0.633 -0.1 0.0 0.0
H 3.175 1.489 -2.419 0.0 0.0 0.0
H 2.991 1.400 -4.864 0.0 0.0 0.0
H 2.142 -0.636 -5.982 0.0 0.0 0.0
H 1.489 -2.603 -4.619 0.0 0.0 0.0
H 1.680 -2.525 -2.171 0.0 0.0 0.0
H 4.670 -1.949 -1.636 0.0 0.0 0.0
H 6.206 -3.675 -0.794 0.0 0.0 0.0
H 5.989 -4.506 1.528 0.0 0.0 0.0
H 4.211 -3.610 2.996 0.0 0.0 0.0
H 2.664 -1.894 2.154 0.0 0.0 0.0
O -0.496 -1.754 4.173 -0.1 0.0 0.0
C -0.232 -2.153 3.050 0.1 -0.2 -0.1
O -0.024 -1.345 2.051 -0.1 0.1 0.1
C -0.093 -3.616 2.741 0.0 0.1 0.1
C -0.091 -4.450 3.867 0.0 0.0 0.1
C 0.039 -5.816 3.773 0.0 0.0 -0.1
C 0.163 -6.385 2.506 0.0 0.0 0.0
C 0.148 -5.584 1.388 0.0 0.0 0.0
C 0.020 -4.183 1.461 0.0 -0.1 -0.1
S -0.043 -3.399 -0.115 0.0 0.0 0.0
H -0.195 -3.969 4.830 0.0 0.0 0.0
H 0.046 -6.434 4.661 0.0 0.0 0.0
H 0.267 -7.457 2.391 0.0 0.0 0.0
H 0.235 -6.026 0.403 0.0 0.0 0.0
```
Positions in Å, forces in eV/Å.

Properties
* net charge: 0
* total energy: -127192.19431 eV
* 2S+1: 1

=====

> The highest total energy belongs to which entry?

C55H40ClMgN4O6